Record 1
Formula: CH2INO2S
Source: the Open Molecules 2025 dataset
Level of theory: the ωB97M-V functional and the def2-TZVPD basis

```
8
Properties=species:S:1:pos:R:3:forces:R:3
H -0.1151 0.4832 1.0780 -0.291 0.728 -0.534
C -0.1744 0.4737 -0.0212 -1.891 -2.328 -0.735
I 2.7991 0.9186 -0.0223 1.194 0.867 -0.064
N -1.7818 -0.2499 -0.6986 -0.070 -0.406 0.694
O 1.0603 -1.5024 0.8264 0.356 -0.987 -0.220
O -2.6421 -0.6585 -0.0095 2.097 0.943 -0.378
H -0.2918 1.2652 -0.7326 0.377 0.942 0.323
S 1.1458 -0.7299 -0.4201 -1.773 0.240 0.913
```
Forces are in eV/Å.

Output
Frontier orbital gap (spin up / spin down), eV: 7.92 / 7.92
LUMO (spin up / spin down), eV: -1.0 / -1.0
Energy above the lowest of the compared OMol25 structures with the same formula, charge and spin, kcal/mol: 34.7

=====

Record 2
Formula: CH2INO7
Source: the Open Molecules 2025 dataset
Level of theory: the ωB97M-V functional and the def2-TZVPD basis

```
12
Properties=species:S:1:pos:R:3:forces:R:3
O -0.2413 1.8799 -0.6419 -0.673 0.197 0.556
O -1.6867 -2.0289 0.6066 -1.733 -0.991 -0.298
N 1.6575 1.3633 1.1629 -0.905 1.634 2.798
H 0.9015 2.0178 1.3115 -0.447 -0.034 -0.044
C 2.0661 0.9184 0.1786 0.660 -1.991 -4.031
O -1.5702 0.3267 0.7415 0.836 -0.121 -0.818
O -1.3927 0.9570 -0.4708 -1.667 -0.658 0.022
I 3.5761 -0.3630 -0.3910 -0.214 0.236 -0.087
H -1.1090 -2.9475 -0.8819 0.421 -0.399 -0.390
O 0.5561 1.3085 -1.4909 2.116 -0.307 1.330
O -1.8845 -2.3953 -0.7813 -0.445 0.337 0.388
O -0.8729 -1.0368 0.6567 2.053 2.097 0.574
```
Forces are in eV/Å.

Output
Frontier orbital gap (spin up / spin down), eV: 8.27 / 7.04
LUMO (spin up / spin down), eV: -1.3 / -1.4
Energy above the lowest of the compared OMol25 structures with the same formula, charge and spin, kcal/mol: 68.8

=====

Record 3
Formula: CH2INOS
Source: the Open Molecules 2025 dataset
Level of theory: the ωB97M-V functional and the def2-TZVPD basis

```
7
Properties=species:S:1:pos:R:3:forces:R:3
H -0.7149 -1.3657 -0.3595 -1.854 1.775 0.421
C -1.5473 0.4657 -0.0820 -0.790 -2.102 -0.108
N -1.5981 -0.7393 -0.1631 2.324 -0.491 -0.333
H 2.5707 -0.1568 1.1686 1.413 -0.872 2.098
S -1.7927 1.9972 0.0586 0.146 1.038 0.040
O 1.1793 -0.8463 -0.6848 -0.517 -0.807 -0.867
I 1.9031 0.6450 0.0623 -0.722 1.458 -1.249
```
Forces are in eV/Å.

Output
Frontier orbital gap, eV: 8.49
LUMO, eV: -0.7
Energy above the lowest of the compared OMol25 structures with the same formula, charge and spin, kcal/mol: 64.0

=====

Record 4
Formula: CH2IOP
Source: the Open Molecules 2025 dataset
Level of theory: the ωB97M-V functional and the def2-TZVPD basis

```
6
Properties=species:S:1:pos:R:3:forces:R:3
H -1.4553 0.6264 0.7645 -0.164 0.094 0.099
C -0.3957 0.6598 0.4605 0.237 -0.055 -0.210
H -1.2117 -1.5206 -1.4303 0.572 0.199 0.705
I 2.4905 -0.4535 -0.4795 -0.027 -0.041 0.035
P 0.4253 -0.9779 0.5860 -0.441 -0.646 -0.627
O 0.1469 1.6657 0.0988 -0.177 0.448 -0.001
```
Forces are in eV/Å.

Output
Frontier orbital gap (spin up / spin down), eV: 7.42 / 7.85
LUMO (spin up / spin down), eV: -2.2 / -1.2
Energy above the lowest of the compared OMol25 structures with the same formula, charge and spin, kcal/mol: 72.8

=====

Record 5
Formula: CH2IOP
Source: the Open Molecules 2025 dataset
Level of theory: the ωB97M-V functional and the def2-TZVPD basis

```
6
Properties=species:S:1:pos:R:3:forces:R:3
C -0.3216 -0.5160 0.0965 0.200 1.482 1.566
O 0.1608 2.1143 -0.6705 -0.338 1.820 -2.572
H -0.9908 -1.0582 0.7562 0.728 -0.032 1.238
H -0.9035 -0.6681 -0.7609 0.146 0.300 -2.233
P 0.3649 1.3352 0.5075 -0.566 -3.182 2.166
I 1.6902 -1.2072 0.0712 -0.170 -0.387 -0.165
```
Forces are in eV/Å.

Output
Frontier orbital gap, eV: 9.18
LUMO, eV: -0.4
Energy above the lowest of the compared OMol25 structures with the same formula, charge and spin, kcal/mol: 7.9

=====

Record 6
Formula: CH2MgNaO
Source: the Open Molecules 2025 dataset
Level of theory: the ωB97M-V functional and the def2-TZVPD basis

```
6
Properties=species:S:1:pos:R:3:forces:R:3
C 0.3905 -0.2818 -0.4915 -0.903 0.919 4.977
Mg -0.8329 1.1626 -1.8800 0.258 0.104 -0.141
H 0.6150 0.3188 1.0557 0.711 1.355 -1.655
O -0.4109 -1.0769 0.0043 -0.253 -1.439 -2.410
Na -1.2267 0.1273 1.9993 0.282 -0.295 -0.161
H 1.4651 -0.2499 -0.6879 -0.096 -0.644 -0.610
```
Forces are in eV/Å.

Output
Frontier orbital gap (spin up / spin down), eV: 6.59 / 6.46
LUMO (spin up / spin down), eV: -5.0 / -5.7
Charge: +1
Energy above the lowest of the compared OMol25 structures with the same formula, charge and spin, kcal/mol: 0.0

=====

Record 7
Formula: CH2MgNaO
Source: the Open Molecules 2025 dataset
Level of theory: the ωB97M-V functional and the def2-TZVPD basis

```
6
Properties=species:S:1:pos:R:3:forces:R:3
H -0.4534 -1.7672 -0.2915 -0.833 0.028 -0.126
H -2.4605 -1.0645 0.4181 -0.156 -0.491 0.516
Mg 1.7121 -0.3471 0.6372 0.459 0.178 0.284
C -0.2056 -0.6989 -0.2313 -2.244 2.648 -1.059
O -0.8423 0.2867 -0.6046 2.806 -1.965 0.439
Na -3.0425 0.8663 0.2024 -0.033 -0.398 -0.053
```
Forces are in eV/Å.

Output
Frontier orbital gap (spin up / spin down), eV: 3.96 / 3.91
LUMO (spin up / spin down), eV: -6.4 / -6.4
Charge: +1
Energy above the lowest of the compared OMol25 structures with the same formula, charge and spin, kcal/mol: 16.5

=====

Record 8
Formula: CH2N2O2
Source: the Open Molecules 2025 dataset
Level of theory: the ωB97M-V functional and the def2-TZVPD basis

```
7
Properties=species:S:1:pos:R:3:forces:R:3
H -0.9240 0.4970 0.5504 -0.949 1.288 -1.961
H 0.7308 -1.3180 -0.8073 0.046 0.306 0.204
O -1.3977 1.2780 -1.4183 0.378 0.764 0.482
N -1.2760 0.3856 -0.7022 -0.391 -1.039 1.697
O 1.7185 0.2893 1.4398 -2.213 1.563 0.892
N 0.3829 -1.0216 0.0910 -0.800 0.593 1.051
C 0.7656 -0.1103 0.8466 3.929 -3.475 -2.366
```
Forces are in eV/Å.

Output
Frontier orbital gap (spin up / spin down), eV: 8.80 / 8.80
LUMO (spin up / spin down), eV: -0.8 / -0.8
Energy above the lowest of the compared OMol25 structures with the same formula, charge and spin, kcal/mol: 140.9

=====

Record 9
Formula: CH2N2O2
Source: the Open Molecules 2025 dataset
Level of theory: the ωB97M-V functional and the def2-TZVPD basis

```
7
Properties=species:S:1:pos:R:3:forces:R:3
N -1.3449 -1.0184 0.0090 -0.082 2.193 0.660
H 1.7793 1.8228 0.6755 -0.449 -0.616 -0.084
N -1.5492 0.1360 0.1078 0.002 -1.209 0.448
H -2.1004 -1.6545 -0.0688 -1.739 -1.023 -0.175
C 0.7074 0.3701 -0.1715 0.640 -0.502 -0.566
O 0.6116 -0.5680 -0.8998 2.796 1.625 0.710
O 1.8962 0.9121 0.3478 -1.167 -0.468 -0.994
```
Forces are in eV/Å.

Output
Frontier orbital gap (spin up / spin down), eV: 8.15 / 8.80
LUMO (spin up / spin down), eV: -0.3 / 0.2
Energy above the lowest of the compared OMol25 structures with the same formula, charge and spin, kcal/mol: 120.3

=====

Record 10
Formula: CH2N2O2S
Source: the Open Molecules 2025 dataset
Level of theory: the ωB97M-V functional and the def2-TZVPD basis

```
8
Properties=species:S:1:pos:R:3:forces:R:3
O -1.3634 1.8026 -0.2386 0.006 0.220 0.006
O 2.9676 -0.7853 -0.2736 0.640 -0.600 -0.254
H 0.7502 -1.4028 -0.4525 0.021 0.206 0.179
S 2.0453 0.2207 0.2137 -1.224 1.144 0.326
C -1.6028 0.6840 0.1539 0.650 0.669 0.055
N -0.7438 -0.3706 0.1723 0.233 -1.538 0.052
N 0.5402 -0.4770 -0.0510 -0.386 -0.311 -0.355
H -2.5932 0.3285 0.4758 0.060 0.210 -0.008
```
Forces are in eV/Å.

Output
Frontier orbital gap (spin up / spin down), eV: 7.74 / 7.92
LUMO (spin up / spin down), eV: -1.6 / -1.5
Energy above the lowest of the compared OMol25 structures with the same formula, charge and spin, kcal/mol: 115.0

=====

Record 11
Formula: CH2N2O2S2
Source: the Open Molecules 2025 dataset
Level of theory: the ωB97M-V functional and the def2-TZVPD basis

```
9
Properties=species:S:1:pos:R:3:forces:R:3
H -1.6131 -1.7388 -0.1505 -0.062 -0.580 -0.211
C 1.7377 0.9714 0.7249 0.197 0.328 2.148
S -0.3182 -0.0739 0.0459 1.839 2.839 -4.133
S -0.1139 1.3179 -1.3325 -0.328 -1.396 0.402
N -0.7893 -1.5129 -0.7139 -0.211 2.123 -0.040
O 1.3384 -0.2471 0.6027 -1.452 -1.831 -1.312
O -1.0553 0.3541 1.1514 -1.313 -0.937 2.343
H -1.1230 -1.0242 -1.6182 0.585 -1.384 1.389
N 1.9368 1.9534 1.2903 0.744 0.837 -0.586
```
Forces are in eV/Å.

Output
Frontier orbital gap, eV: 9.47
LUMO, eV: -0.5
Energy above the lowest of the compared OMol25 structures with the same formula, charge and spin, kcal/mol: 63.4

=====

Record 12
Formula: CH2N2O3
Source: the Open Molecules 2025 dataset
Level of theory: the ωB97M-V functional and the def2-TZVPD basis

```
8
Properties=species:S:1:pos:R:3:forces:R:3
O -3.7693 1.4281 2.3858 1.018 -0.422 -0.797
H -0.3429 -0.7748 -0.5935 0.650 -0.229 -0.522
H 0.2962 0.4178 0.1424 0.348 1.126 0.886
N 0.5326 -0.4972 -0.1482 -0.756 -1.097 -0.064
O 1.5610 -0.7486 -2.1707 0.804 -0.570 -1.402
N -2.8028 1.0216 1.6386 -1.224 0.518 0.865
O 2.7644 -0.3119 -0.2818 1.210 0.073 -0.513
C 1.7608 -0.5351 -0.9725 -2.050 0.602 1.549
```
Forces are in eV/Å.

Output
Frontier orbital gap (spin up / spin down), eV: 4.65 / 4.65
LUMO (spin up / spin down), eV: 6.8 / 6.8
Charge: -2
Energy above the lowest of the compared OMol25 structures with the same formula, charge and spin, kcal/mol: 1.0

=====

Record 13
Formula: CH2N2O3
Source: the Open Molecules 2025 dataset
Level of theory: the ωB97M-V functional and the def2-TZVPD basis

```
8
Properties=species:S:1:pos:R:3:forces:R:3
O -1.0630 -0.8667 -0.7927 -0.475 0.361 -0.113
C -1.7251 -0.0441 -0.2961 0.562 -1.037 0.069
O 1.0760 0.6552 -0.8061 1.307 -1.392 1.583
N -2.5377 0.6335 0.2804 -0.057 3.485 1.367
H 2.7206 -1.2192 0.7828 1.442 -0.347 -0.222
N 2.0285 0.0336 -0.4895 0.227 0.571 -0.915
H -2.3765 1.6395 0.6923 -0.308 -3.056 -1.362
O 1.8772 -0.8318 0.6288 -2.698 1.415 -0.407
```
Forces are in eV/Å.

Output
Frontier orbital gap, eV: 10.64
LUMO, eV: 0.1
SMILES: N=C=O.O=NO
Energy above the lowest of the compared OMol25 structures with the same formula, charge and spin, kcal/mol: 25.4

=====

Record 14
Formula: CH2N2O3
Source: the Open Molecules 2025 dataset
Level of theory: the ωB97M-V functional and the def2-TZVPD basis

```
8
Properties=species:S:1:pos:R:3:forces:R:3
H 0.6749 0.1593 -0.6003 0.184 0.493 0.111
C 0.0966 -0.3744 0.1254 -1.021 -1.689 -2.074
O 0.2370 -1.6018 2.0109 -0.085 -0.176 0.052
O 2.0420 -0.7919 1.1621 2.039 0.084 0.016
H -0.9403 -0.1406 0.2881 0.141 0.670 0.840
N 0.8618 -0.9534 1.1814 -2.209 -0.005 -0.002
O -0.9718 -2.6541 -0.5327 0.096 -0.114 0.085
N -0.6363 -1.7051 -1.0653 0.854 0.737 0.972
```
Forces are in eV/Å.

Output
Frontier orbital gap, eV: 8.59
LUMO, eV: -1.0
Energy above the lowest of the compared OMol25 structures with the same formula, charge and spin, kcal/mol: 104.0

=====

Record 15
Formula: CH2N2O3
Source: the Open Molecules 2025 dataset
Level of theory: the ωB97M-V functional and the def2-TZVPD basis

```
8
Properties=species:S:1:pos:R:3:forces:R:3
H -0.4454 0.9056 -2.0577 0.663 -0.865 0.666
H 1.1020 -0.6249 2.1293 -1.301 0.224 -2.581
N 0.0138 -0.7278 0.3131 0.891 -1.375 -1.183
C -0.6371 0.4700 -0.0251 1.903 -0.203 -0.517
O -1.4552 1.0652 0.5631 -1.558 1.193 1.044
N 0.0477 0.6078 -1.1925 -0.602 1.297 -1.566
O 0.5263 -1.1481 1.4379 1.002 -0.599 1.691
O 0.8480 -0.5478 -1.1680 -0.998 0.327 2.445
```
Forces are in eV/Å.

Output
Frontier orbital gap, eV: 9.70
LUMO, eV: 0.1
SMILES: O=c1[nH]on1O
Energy above the lowest of the compared OMol25 structures with the same formula, charge and spin, kcal/mol: 98.3

=====

Record 16
Formula: CH2N2O3
Source: the Open Molecules 2025 dataset
Level of theory: the ωB97M-V functional and the def2-TZVPD basis

```
8
Properties=species:S:1:pos:R:3:forces:R:3
H -2.0447 -1.2280 1.0852 -0.870 -0.383 1.733
N -1.5110 -0.9111 0.3462 1.810 1.478 -0.957
O 3.4103 -0.2159 0.8233 -0.664 0.345 -1.378
H 2.0532 1.4633 -1.0540 -0.404 0.041 -0.691
N 2.8764 0.0667 -0.2093 1.075 -1.803 1.373
C -1.0664 0.1623 -0.0185 -1.574 -1.316 -2.379
O -0.7851 0.9794 -0.8188 0.701 0.228 1.586
O 2.5002 1.3384 -0.2200 -0.074 1.410 0.713
```
Forces are in eV/Å.

Output
Frontier orbital gap, eV: 10.85
LUMO, eV: 0.4
SMILES: N=C=O.O=NO
Energy above the lowest of the compared OMol25 structures with the same formula, charge and spin, kcal/mol: 26.3

=====

Record 17
Formula: CH2N2O3S
Source: the Open Molecules 2025 dataset
Level of theory: the ωB97M-V functional and the def2-TZVPD basis

```
9
Properties=species:S:1:pos:R:3:forces:R:3
H 1.5019 1.6857 0.0883 -1.726 -0.638 -0.138
O -0.5038 2.3785 -0.0794 2.196 -2.184 0.129
C 0.3594 1.5656 0.0006 -1.507 -0.449 0.190
S -1.6520 -0.4395 -0.6247 -3.470 -0.757 0.689
H -2.5609 -0.6874 0.5286 1.703 0.401 -1.685
N -0.2335 -0.1750 0.0568 3.138 3.251 0.890
O 1.9093 -0.8221 0.1626 0.642 0.830 0.344
O 0.4082 -2.3328 -0.1593 0.197 1.465 0.381
N 0.7715 -1.1729 0.0265 -1.173 -1.920 -0.799
```
Forces are in eV/Å.

Output
Frontier orbital gap, eV: 9.62
LUMO, eV: -0.3
Energy above the lowest of the compared OMol25 structures with the same formula, charge and spin, kcal/mol: 109.4

=====

Record 18
Formula: CH2N2O4
Source: the Open Molecules 2025 dataset
Level of theory: the ωB97M-V functional and the def2-TZVPD basis

```
9
Properties=species:S:1:pos:R:3:forces:R:3
O 1.5382 -3.6636 0.6426 0.231 -0.672 0.480
O -0.2624 -2.5273 0.4123 0.080 0.167 -0.090
H 0.1840 -0.3191 0.8859 -0.564 0.763 -2.849
O -0.1066 -1.4779 -2.0885 0.128 1.347 0.819
C 0.1563 -0.9947 -1.0612 1.127 -1.276 0.007
N -0.0201 -0.0669 -0.1495 -1.476 2.351 0.867
N 0.9582 -2.6860 0.2688 0.847 -2.180 0.827
O 1.6782 -1.7871 -0.3195 -1.959 1.375 -0.967
H -0.7327 0.7035 -0.4108 1.587 -1.874 0.907
```
Forces are in eV/Å.

Output
Frontier orbital gap, eV: 10.70
LUMO, eV: 0.2
Energy above the lowest of the compared OMol25 structures with the same formula, charge and spin, kcal/mol: 48.1

=====

Record 19
Formula: CH2N2OS2
Source: the Open Molecules 2025 dataset
Level of theory: the ωB97M-V functional and the def2-TZVPD basis

```
8
Properties=species:S:1:pos:R:3:forces:R:3
H 1.6526 1.9188 0.4560 2.800 1.535 2.042
C 0.8488 1.5772 -0.0206 -0.444 -0.231 0.176
N 0.9861 0.5361 -0.6749 0.745 -4.461 -2.928
S -1.5457 -2.1296 0.0041 0.408 0.132 1.921
H -0.0211 2.0280 -0.2191 -3.022 2.110 -0.161
O -1.9869 -0.7412 0.0271 0.021 -0.297 -0.434
S -1.0133 -2.7793 1.7372 -0.354 0.232 -1.513
N 1.0795 -0.4101 -1.3097 -0.154 0.980 0.898
```
Forces are in eV/Å.

Output
Frontier orbital gap, eV: 6.92
LUMO, eV: -1.9
Energy above the lowest of the compared OMol25 structures with the same formula, charge and spin, kcal/mol: 44.5

=====

Record 20
Formula: CH2N2P2
Source: the Open Molecules 2025 dataset
Level of theory: the ωB97M-V functional and the def2-TZVPD basis

```
7
Properties=species:S:1:pos:R:3:forces:R:3
N 0.1842 -0.0809 -0.2525 0.980 -0.082 -0.378
N -0.2488 -0.6700 3.1416 -0.334 -0.318 0.578
H -1.4895 0.2633 -1.4732 -1.621 0.525 -0.399
P 1.2968 0.3953 0.6977 -1.299 -1.064 1.166
P -0.3294 -0.3259 -1.8377 0.724 -0.726 0.518
C 0.4078 -0.3514 2.2581 1.304 1.132 -1.212
H 0.1788 0.7695 -2.5339 0.245 0.533 -0.273
```
Forces are in eV/Å.

Output
Frontier orbital gap, eV: 8.58
LUMO, eV: -1.3
SMILES: N#C/P=N/P
Energy above the lowest of the compared OMol25 structures with the same formula, charge and spin, kcal/mol: 43.7